--- P ---
{
  "formula": "C3H6OS2",
  "method": "the ωB97M-V functional and the def2-TZVPD basis",
  "symbols": ["C", "C", "C", "O", "S", "S", "H", "H", "H", "H", "H", "H"],
  "positions_angstrom": [[1.06, -0.03, -0.13], [-0.76, -2.06, -0.38], [-0.96, 1.99, 0.44], [3.65, -0.27, 0.44], [2.40, -0.96, 0.02], [0.63, 1.56, -0.51], [0.06, -2.55, -0.88], [-1.19, -2.32, 0.55], [-1.24, -1.53, -1.18], [-1.62, 2.64, -0.31], [-0.68, 2.49, 1.40], [-1.37, 1.04, 0.56]],
  "mol_weight_g_mol": 122.2,
  "homo_ev": [-8.23, -8.40]
}

***

--- Q ---
{
  "formula": "C3H6OS2",
  "method": "the ωB97M-V functional and the def2-TZVPD basis",
  "symbols": ["C", "C", "O", "C", "S", "S", "H", "H", "H", "H", "H", "H"],
  "positions_angstrom": [[-0.04, 0.76, -0.38], [1.01, 1.30, -1.26], [2.21, 1.05, -1.21], [0.46, -0.52, 0.29], [-0.60, -1.93, 0.47], [-1.92, -1.27, 1.94], [-0.16, 1.70, 0.31], [-1.00, 0.62, -0.93], [0.63, 2.00, -2.13], [1.19, -0.98, -0.33], [1.05, -0.34, 1.23], [-2.82, -2.39, 2.00]],
  "mol_weight_g_mol": 122.2,
  "homo_ev": -8.32,
  "smiles": "O=CCCSS"
}

***

The most stable of them is Q.

***

--- P ---
{
  "formula": "C3H6OS2",
  "method": "the ωB97M-V functional and the def2-TZVPD basis",
  "symbols": ["C", "C", "C", "O", "S", "S", "H", "H", "H", "H", "H", "H"],
  "positions_angstrom": [[-0.64, -0.75, 0.99], [0.84, -0.76, 0.69], [0.06, 0.47, 0.44], [-0.65, 2.20, -1.36], [1.27, 0.14, -2.46], [-0.23, 0.77, -1.27], [-1.42, -1.18, 0.32], [-0.79, -0.65, 2.11], [1.48, -0.79, 1.51], [1.49, -1.07, -0.18], [0.00, 1.42, 1.08], [-1.41, 0.21, -1.86]],
  "mol_weight_g_mol": 122.2,
  "homo_ev": -9.26,
  "smiles": "O=[S@@H](=S)C1CC1"
}

***

--- Q ---
{
  "formula": "C3H6OS2",
  "method": "the ωB97M-V functional and the def2-TZVPD basis",
  "symbols": ["C", "C", "C", "H", "H", "H", "H", "H", "H", "O", "S", "S"],
  "positions_angstrom": [[1.06, -0.61, 0.73], [-0.26, -0.88, 0.07], [-1.55, 1.45, -0.90], [2.82, -0.07, -0.45], [0.99, -1.11, 1.64], [0.98, 0.40, 1.06], [-0.58, -1.89, -0.49], [-1.12, -0.67, 0.84], [-2.04, 2.08, -1.68], [2.34, -0.93, 0.12], [-0.54, 0.25, -1.49], [-2.09, 1.99, 0.54]],
  "mol_weight_g_mol": 122.2,
  "homo_ev": -8.65,
  "smiles": "OCCSC=S"
}

***

The most stable of them is Q.

***

--- P ---
{
  "formula": "C3H6OS2",
  "method": "the ωB97M-V functional and the def2-TZVPD basis",
  "symbols": ["C", "C", "C", "O", "S", "S", "H", "H", "H", "H", "H", "H"],
  "positions_angstrom": [[-1.81, -0.46, -0.55], [-1.17, -0.31, 0.77], [-0.36, 0.11, -0.49], [0.60, -0.62, -0.93], [3.80, 0.74, -0.12], [2.57, -0.60, 0.59], [-1.89, -1.44, -0.99], [-2.55, 0.25, -0.87], [-1.48, 0.49, 1.42], [-0.80, -1.20, 1.26], [-0.30, 1.19, -0.64], [3.41, 1.85, 0.56]],
  "mol_weight_g_mol": 122.2,
  "homo_ev": [-8.02, -8.02]
}

***

--- Q ---
{
  "formula": "C3H6OS2",
  "method": "the ωB97M-V functional and the def2-TZVPD basis",
  "symbols": ["C", "C", "C", "H", "H", "H", "H", "H", "H", "O", "S", "S"],
  "positions_angstrom": [[0.11, 1.16, 0.81], [-0.11, 0.15, -0.52], [0.90, -0.85, -0.34], [0.01, 0.62, 1.93], [-0.56, 1.94, 0.71], [1.11, 1.71, 0.59], [0.19, 0.95, -1.17], [-1.45, -0.88, -1.50], [-1.29, -1.82, 0.01], [-1.48, -0.23, -0.61], [0.09, -2.23, 0.33], [2.47, -0.53, -0.27]],
  "mol_weight_g_mol": 122.2,
  "homo_ev": -8.77,
  "smiles": "C[C@H](O)C(=S)S"
}

***

--- R ---
{
  "formula": "C3H6OS2",
  "method": "the ωB97M-V functional and the def2-TZVPD basis",
  "symbols": ["C", "C", "C", "H", "H", "H", "H", "H", "H", "O", "S", "S"],
  "positions_angstrom": [[-0.03, 1.93, 1.30], [0.17, -0.47, -0.06], [-0.60, -0.73, -2.18], [-0.61, 1.60, 2.22], [-0.15, 3.06, 1.01], [0.98, 1.83, 1.59], [-1.57, -0.34, -1.92], [-0.05, 0.15, -2.55], [-0.73, -1.57, -2.91], [-0.02, -1.27, -1.09], [-0.49, 1.16, -0.22], [0.80, -1.10, 1.28]],
  "mol_weight_g_mol": 122.2,
  "homo_ev": -8.69,
  "smiles": "COC(=S)SC"
}

***

The most stable of them is R.

***

--- P ---
{
  "formula": "C2H2F2OS",
  "method": "the ωB97M-V functional and the def2-TZVPD basis",
  "symbols": ["C", "C", "O", "F", "F", "S", "H", "H"],
  "positions_angstrom": [[1.27, -1.87, -0.30], [1.16, -0.85, -1.12], [1.47, -2.80, 0.36], [1.48, 0.40, -0.63], [0.60, -0.79, -2.33], [-1.41, 2.05, 1.66], [-2.22, 0.98, 1.36], [-2.35, 2.88, 1.00]],
  "mol_weight_g_mol": 112.1,
  "homo_ev": -9.45,
  "smiles": "O=C=C(F)F.S"
}

***

--- Q ---
{
  "formula": "C2H2F2OS",
  "method": "the ωB97M-V functional and the def2-TZVPD basis",
  "symbols": ["C", "C", "O", "F", "F", "S", "H", "H"],
  "positions_angstrom": [[0.49, 0.45, 0.90], [-0.65, -0.25, 0.27], [0.65, 1.64, 0.86], [-1.04, -1.42, 0.72], [-1.68, 0.42, -0.21], [0.74, -0.82, -1.61], [1.19, -0.26, 1.36], [0.30, 0.24, -2.28]],
  "mol_weight_g_mol": 112.1,
  "homo_ev": -9.77
}

***

--- R ---
{
  "formula": "C2H2F2OS",
  "method": "the ωB97M-V functional and the def2-TZVPD basis",
  "symbols": ["C", "C", "O", "F", "F", "S", "H", "H"],
  "positions_angstrom": [[-1.17, -0.75, 0.75], [0.07, -0.03, 0.12], [-1.23, -1.93, 0.75], [-1.59, 0.72, -1.48], [0.28, 1.26, 0.17], [1.03, -1.06, -0.80], [-2.02, -0.17, 1.03], [1.35, 0.01, -1.58]],
  "mol_weight_g_mol": 112.1,
  "homo_ev": [-9.94, -9.97]
}

***

The most stable of them is Q.

***

--- P ---
{
  "formula": "C2H10NO2S",
  "method": "the ωB97M-V functional and the def2-TZVPD basis",
  "symbols": ["C", "C", "S", "N", "H", "H", "H", "H", "H", "H", "H", "H", "O", "H", "H", "O"],
  "positions_angstrom": [[1.57, -0.25, 0.74], [0.69, 1.00, 0.48], [-1.03, 0.59, -0.05], [0.94, -1.55, 0.81], [2.11, -0.09, 1.68], [2.38, -0.28, 0.01], [1.14, 1.69, -0.24], [0.63, 1.59, 1.40], [0.23, -1.59, 0.08], [0.37, -1.55, 1.65], [2.39, -2.28, 2.23], [2.48, -3.73, 2.63], [2.99, -3.03, 2.22], [-4.43, 2.02, -3.63], [-3.67, 3.27, -3.21], [-4.01, 2.81, -3.99]],
  "mol_weight_g_mol": 112.2,
  "homo_ev": -2.60,
  "charge": -1
}

***

--- Q ---
{
  "formula": "C2H10NO2S",
  "method": "the ωB97M-V functional and the def2-TZVPD basis",
  "symbols": ["C", "C", "S", "N", "H", "H", "H", "H", "H", "H", "H", "H", "O", "H", "H", "O"],
  "positions_angstrom": [[-1.85, -1.53, -1.05], [-2.28, -0.08, -0.69], [-0.97, 1.13, -0.10], [-0.83, -2.04, -0.01], [-1.37, -1.53, -1.99], [-2.71, -2.24, -1.07], [-3.05, -0.22, 0.22], [-2.74, 0.23, -1.61], [-1.32, -1.74, 0.88], [0.14, -1.32, 0.03], [2.41, 0.16, 1.87], [1.11, 0.52, 2.59], [2.01, 0.21, 2.80], [3.64, 3.21, -1.20], [3.80, 2.15, -0.29], [4.01, 3.10, -0.37]],
  "mol_weight_g_mol": 112.2,
  "homo_ev": -2.93,
  "charge": -1
}

***

The most stable of them is P.

***

--- P ---
{
  "formula": "C5H37N2O13",
  "method": "the ωB97M-V functional and the def2-TZVPD basis",
  "symbols": ["N", "C", "C", "C", "O", "C", "N", "C", "H", "H", "H", "H", "H", "H", "H", "H", "H", "H", "H", "H", "H", "H", "H", "O", "H", "H", "O", "H", "H", "O", "H", "H", "O", "H", "H", "O", "H", "H", "O", "H", "H", "O", "H", "H", "O", "H", "H", "O", "H", "H", "O", "H", "H", "O", "H", "H", "O"],
  "positions_angstrom": [[-0.92, -0.67, -0.54], [0.19, -0.60, 0.45], [0.56, -2.00, 1.00], [1.45, -2.79, 0.00], [0.79, -2.93, -1.23], [-0.31, 0.30, 1.63], [0.72, 1.36, 1.94], [0.57, 1.84, 3.30], [-0.70, -0.09, -1.35], [-0.95, -1.66, -0.87], [1.10, -0.14, 0.06], [-0.38, -2.56, 1.21], [1.05, -1.96, 1.96], [1.64, -3.80, 0.37], [2.45, -2.27, -0.17], [-1.26, 0.79, 1.34], [-0.56, -0.34, 2.51], [1.66, 0.96, 1.84], [1.37, 2.71, 3.44], [0.72, 1.06, 4.08], [-0.42, 2.22, 3.53], [3.73, -0.94, 1.22], [3.28, 0.17, 0.22], [3.34, -0.08, 1.20], [-2.50, 0.62, -0.06], [-2.85, 1.56, -1.21], [-2.94, 1.43, -0.29], [1.55, 2.41, 0.02], [1.19, 3.35, -1.17], [1.86, 2.74, -0.80], [-2.59, 0.62, -3.29], [-1.34, 1.49, -2.99], [-2.35, 1.46, -2.91], [-2.20, -2.54, 2.55], [-1.26, -1.63, 3.20], [-1.76, -2.44, 3.38], [1.56, -1.24, -3.36], [1.01, -2.02, -1.85], [1.20, -0.88, -2.57], [-0.75, 2.92, 1.16], [-2.06, 2.68, 0.39], [-1.42, 3.40, 0.70], [2.74, 1.36, -1.41], [2.38, -0.13, -1.79], [3.14, 0.43, -1.40], [0.81, 1.93, -2.52], [0.58, 0.40, -2.92], [0.24, 1.38, -3.08], [-0.64, -3.58, -1.03], [-1.40, -4.76, -0.36], [-1.56, -3.96, -0.83], [-0.76, 3.97, -0.73], [-0.74, 3.52, -2.22], [-0.30, 4.09, -1.61], [-2.45, -3.07, 0.27], [-2.61, -1.65, 0.60], [-2.88, -2.44, 0.95]],
  "mol_weight_g_mol": 333.4,
  "homo_ev": -6.75,
  "charge": -1
}

***

--- Q ---
{
  "formula": "C5H37N2O13",
  "method": "the ωB97M-V functional and the def2-TZVPD basis",
  "symbols": ["C", "N", "C", "C", "O", "C", "N", "C", "H", "H", "H", "H", "H", "H", "H", "H", "H", "H", "H", "H", "H", "H", "H", "O", "H", "H", "O", "H", "H", "O", "H", "H", "O", "H", "H", "O", "H", "H", "O", "H", "H", "O", "H", "H", "O", "H", "H", "O", "H", "H", "O", "H", "H", "O", "H", "H", "O"],
  "positions_angstrom": [[-0.46, -0.72, -0.41], [0.39, 0.04, -1.33], [1.72, -0.54, -1.58], [2.86, -0.12, -0.63], [2.19, 0.45, 0.52], [-1.95, -0.41, -0.91], [-2.57, 0.48, 0.05], [-1.87, 1.75, 0.27], [-0.28, -0.44, 0.62], [-0.38, -1.81, -0.42], [0.62, 0.97, -1.00], [1.97, -0.36, -2.73], [1.55, -1.61, -1.82], [3.45, -0.94, -0.19], [3.34, 0.69, -1.15], [-2.44, -1.35, -1.15], [-1.91, 0.30, -1.78], [-2.65, 0.15, 1.04], [-2.67, 2.52, 0.32], [-1.01, 1.88, -0.36], [-1.48, 1.72, 1.30], [-0.57, 2.11, -2.67], [-0.81, 2.66, -3.95], [-0.81, 2.98, -3.04], [1.80, 1.85, 0.74], [2.40, 3.29, 0.38], [1.61, 2.87, 0.74], [0.62, 0.53, 2.97], [0.00, -0.63, 3.86], [0.27, 0.28, 3.84], [1.78, -0.68, 1.38], [2.50, -1.29, 2.58], [1.66, -1.42, 2.12], [-2.77, -3.78, -1.93], [-3.14, -2.53, -2.58], [-3.43, -3.08, -1.85], [-0.83, -1.89, -2.44], [-0.37, -3.47, -2.37], [-1.00, -2.80, -2.71], [1.47, 2.52, 3.96], [1.59, 3.16, 2.50], [1.86, 3.23, 3.44], [-4.94, 0.42, -1.94], [-4.44, 0.36, -0.57], [-5.06, 0.91, -1.11], [-0.24, -4.86, -0.79], [0.61, -3.77, -0.07], [0.46, -4.21, -0.91], [-1.43, 4.51, -1.26], [-1.08, 4.29, 0.13], [-1.63, 4.89, -0.39], [0.49, -3.61, 2.78], [1.81, -3.46, 2.30], [1.21, -4.20, 2.51], [4.13, 1.45, 2.17], [3.60, 0.21, 1.43], [4.28, 0.50, 2.10]],
  "mol_weight_g_mol": 333.4,
  "homo_ev": -6.06,
  "charge": -1
}

***

The most stable of them is P.